Record 1
C16H21Cl4FN2O | ωB97M-V/def2-TZVPD

Structure (XYZ):
```
45
Properties=species:S:1:pos:R:3:forces:R:3
C 3.07759 0.67077 1.40013 -0.14 -0.33 0.61
C 2.57976 2.22513 1.04493 0.04 -1.00 -0.36
C 1.39874 2.17469 -0.09035 0.48 0.92 -0.37
C -0.13239 2.19557 0.49062 -0.46 0.43 0.35
C -0.38862 1.28601 1.82895 -0.32 -2.04 1.36
N -1.44020 1.76720 2.85199 -1.17 -2.05 0.46
C -2.60167 0.78497 3.11379 -1.05 0.87 3.48
O -3.44810 0.81062 4.16257 5.40 -0.01 -6.66
C -2.53694 -0.32919 1.86767 -0.59 2.52 1.32
C -3.55269 0.33608 0.76909 -1.41 -1.18 -0.75
C -3.58470 -0.40846 -0.69353 -0.74 1.11 0.31
F -3.36070 1.78411 0.52459 0.03 -2.82 0.68
C -0.91539 -0.28738 1.64213 0.76 -1.20 0.67
C -0.19721 -1.23500 0.51981 2.01 -2.92 -1.91
C 0.51313 -2.63892 1.08665 0.17 1.57 -4.93
C 1.28716 -3.57516 -0.04054 -2.19 4.13 -0.27
C 1.28072 -3.02683 -1.58453 -1.02 0.78 2.27
N 0.63040 -1.78441 -2.12383 -0.10 -1.67 6.35
C -0.05969 -0.94454 -1.08523 0.82 -1.88 1.60
H 2.74464 -0.10046 0.55709 0.79 1.77 1.73
H 4.24852 0.59719 1.55935 -2.45 0.25 -0.46
H 2.59783 0.27030 2.41375 0.94 0.90 -2.15
H 3.52352 2.77777 0.59711 -2.11 -0.93 1.04
H 2.16047 2.77494 1.99949 1.12 -1.02 -1.88
H 1.52104 3.16641 -0.74343 -0.42 -2.17 1.31
H 1.62982 1.27757 -0.80469 -0.65 1.59 1.39
H -0.37756 3.31916 0.78433 0.46 -2.41 -0.51
H -0.92625 1.89720 -0.34864 1.77 0.65 1.90
H 0.53113 1.10092 2.56533 -1.36 0.88 -2.39
H -0.92229 2.09095 3.69885 -1.36 -0.26 -0.78
H -3.03388 -1.30461 2.34004 1.37 2.01 -1.44
H -4.65195 0.21552 1.22013 2.52 0.53 -0.78
H -2.73080 0.02474 -1.36532 -1.57 -1.16 1.32
H -4.61946 -0.09374 -1.19863 2.33 -0.78 1.06
H -3.55978 -1.57038 -0.55844 0.16 2.28 -0.34
H -0.52451 -0.75750 2.66788 -0.85 0.78 -2.22
H 0.45512 -2.87186 2.23256 0.21 0.34 -2.50
H 1.83455 -4.55885 0.30797 -1.23 2.26 -1.03
H 1.86521 -3.70450 -2.37559 -1.54 1.83 1.83
H -0.55483 0.07041 -1.47429 1.33 -2.62 0.76
Cl 1.88905 0.10567 -4.47983 0.09 -0.22 -0.49
C 2.04803 -0.88528 -5.95195 -0.04 0.12 0.14
Cl 0.59526 -0.68351 -6.96352 0.35 -0.06 0.24
Cl 3.48561 -0.36392 -6.86636 -0.33 -0.14 0.19
Cl 2.22230 -2.59937 -5.49809 -0.04 0.38 -0.12
```
Forces are in eV/Å.

Properties
SMILES ... CCCC[C@H]1NC(=O)[C@@H]([C@H](C)F)[C@H]1c1cccnc1.ClC(Cl)(Cl)Cl
Net charge ... 0
Largest force on an atom ... 8.57 eV/Å
Kohn-Sham gap ... 8.5845 eV

=====

Record 2
C16H21IrO4S4 | ωB97M-V/def2-TZVPD

Structure (XYZ):
```
46
Properties=species:S:1:pos:R:3:forces:R:3
Ir 0.89419 -0.04807 -0.03660 0.93 2.27 4.28
C 4.20803 -0.93978 -0.70418 0.17 -0.28 0.24
C 4.24128 0.40989 -1.40044 -0.34 -0.34 0.16
S 2.58372 1.21942 -1.47856 -1.30 0.24 0.06
C 2.70373 2.71383 -0.42129 -0.18 -0.10 0.01
C 2.75434 2.52858 1.08621 -0.01 0.31 0.27
S 1.18886 1.83238 1.77200 0.78 -2.34 -1.84
C 1.79524 0.78977 3.16931 0.01 0.25 0.16
C 0.95587 -0.45620 3.42139 -0.21 0.13 -0.29
S 0.54200 -1.56230 2.01313 -0.33 0.67 -1.06
C 1.88849 -2.79621 1.81831 -0.04 0.22 -0.09
C 3.31715 -2.27810 1.78305 0.06 0.18 -0.07
S 3.49625 -0.66284 0.95400 -1.79 -0.19 -1.42
H 5.22217 -1.32998 -0.57772 -0.06 0.06 -0.06
H 3.60030 -1.67165 -1.23922 0.09 0.08 0.03
H 4.53988 0.26878 -2.44110 -0.04 0.09 0.07
H 4.94262 1.09626 -0.92643 -0.09 0.10 0.00
H 1.81926 3.29171 -0.70306 0.10 0.00 -0.11
H 3.58328 3.27195 -0.74643 -0.02 0.00 -0.02
H 2.86579 3.51610 1.54197 0.04 -0.05 0.01
H 3.59405 1.91035 1.39636 -0.08 0.02 0.10
H 1.72246 1.41879 4.06147 0.06 -0.02 -0.04
H 2.84643 0.55415 3.01356 -0.08 0.16 -0.03
H -0.03541 -0.17648 3.78602 0.08 -0.08 0.06
H 1.44171 -1.06288 4.18716 -0.10 -0.03 0.04
H 1.61714 -3.30411 0.88812 0.00 0.06 0.09
H 1.79159 -3.51765 2.63336 -0.17 0.05 -0.03
H 3.97114 -2.99358 1.27867 -0.02 0.03 0.08
H 3.70572 -2.11773 2.79235 0.00 -0.01 -0.13
O -1.19630 1.05969 -0.17355 1.69 0.06 0.36
C -1.68118 0.12678 -0.85986 0.42 -0.78 -0.16
O -0.93431 -0.84719 -1.13018 0.36 -0.88 -0.74
C -3.10875 0.17486 -1.29951 -0.27 -0.57 -0.37
C -3.85609 1.32906 -0.95227 -0.49 0.16 -0.06
C -5.18410 1.47831 -1.28700 -0.11 0.15 0.04
C -5.76844 0.42748 -1.98803 0.30 -0.55 -0.19
O -7.00063 0.27161 -2.43212 0.44 0.96 0.60
C -7.08442 -0.97271 -3.06334 -1.91 -0.85 -0.95
O -5.82361 -1.57234 -2.98909 1.21 -0.16 0.25
C -5.01475 -0.74553 -2.34542 -0.59 0.47 0.09
C -3.67476 -0.88027 -2.00621 0.58 0.08 0.19
H -3.34704 2.10780 -0.40244 -0.06 0.07 0.01
H -5.75820 2.35326 -1.02524 0.00 0.09 0.04
H -7.40538 -0.85523 -4.11742 0.41 0.12 0.37
H -7.85155 -1.60415 -2.57107 0.50 0.26 0.05
H -3.10777 -1.75584 -2.27867 0.08 -0.10 -0.01
```
Forces are in eV/Å.

Properties
Net charge ... +3
Multiplicity ... 2
Largest force on an atom ... 4.94 eV/Å
Kohn-Sham gap (alpha / beta) ... 6.4323 / 6.7673 eV

=====

Record 3
C16H21MnN3O3S | ωB97M-V/def2-TZVPD

Structure (XYZ):
```
45
Properties=species:S:1:pos:R:3:forces:R:3
N 1.89420 -1.95956 2.90752 -2.46 1.78 1.84
C 2.62428 -2.42004 2.12134 3.01 -2.12 -1.55
C 3.62920 -3.25387 1.54101 -0.21 0.84 -0.42
H 3.37384 -3.55032 0.54486 -0.42 -0.46 -0.58
H 3.79990 -4.12922 2.15347 0.08 -0.54 0.60
H 4.54278 -2.67810 1.46725 0.55 0.13 0.38
N -4.83999 1.66332 1.54430 -1.66 -1.74 -5.03
C -4.37248 1.95780 2.50875 0.89 0.18 2.79
C -3.91583 2.35671 3.76916 0.28 -1.18 1.52
H -4.16648 1.63361 4.57127 -0.16 0.49 -0.51
H -4.39401 3.28119 3.90832 -0.21 1.49 0.92
H -2.85760 2.40561 3.71971 1.06 0.61 0.30
N 1.72284 0.78026 -3.35510 -2.70 1.31 -3.10
C 0.92556 1.23896 -4.09296 2.30 -1.70 1.82
C -0.13952 1.72272 -4.90983 -0.68 0.45 -1.01
H -0.34354 2.80441 -4.72969 0.20 -0.72 -0.08
H -1.07738 1.12568 -4.76672 0.87 0.49 -0.09
H 0.21001 1.60017 -5.95758 -0.40 0.17 0.35
Mn -1.86766 -1.82450 -0.46008 -0.14 15.07 6.95
C 0.64103 1.54053 -1.52520 -3.51 3.17 -1.95
O -0.29245 2.10780 -1.93752 3.35 -2.15 2.27
C -0.59563 -0.39804 0.47361 0.00 -0.70 -0.40
O 0.11924 0.44898 0.49128 -0.24 0.16 1.43
C -1.59037 -3.41628 0.29847 -0.83 -2.76 -2.88
C -0.82474 -3.15772 -0.96541 1.54 -2.33 -1.61
C -1.29769 -2.24702 -2.13234 -1.37 -3.34 0.37
C -2.77196 -1.92749 -2.08521 1.18 -2.27 -1.33
C -3.56575 -2.52590 -1.02796 -0.50 -2.04 -1.37
C -2.99827 -3.13439 0.16531 -1.17 -2.50 -0.83
H -1.14899 -3.63395 1.25160 0.47 -0.30 0.18
H 0.19840 -3.47318 -0.91808 0.53 0.13 -0.31
H -0.56884 -1.72088 -2.75459 -0.12 -0.37 0.11
H -3.08969 -1.08576 -2.70909 -0.49 -0.35 0.19
H -4.64880 -2.49699 -1.09690 -0.16 0.79 0.38
H -3.61951 -3.21947 1.04122 -0.46 0.15 0.23
C 3.95360 1.42568 0.62672 -0.50 1.08 0.63
S 2.84343 0.32944 -0.23982 2.00 -0.04 0.35
C 3.76059 0.01627 -1.69924 -0.19 -0.46 -0.77
O 2.78151 -0.94376 0.55675 -0.77 -0.05 -0.42
H 4.69726 1.76839 -0.09734 -0.15 0.07 0.29
H 4.38172 0.79252 1.40938 0.02 0.23 0.01
H 3.37585 2.26937 1.03219 0.37 -0.20 0.10
H 4.02916 -1.04078 -1.61903 0.26 0.14 -0.21
H 3.08033 0.20105 -2.57011 0.58 -0.25 0.50
H 4.59097 0.72927 -1.71980 -0.05 -0.38 -0.05
```
Forces are in eV/Å.

Properties
Energy relative to the best compared isomer or geometry (same formula, charge and spin) ... 304.5 kcal per mole
Net charge ... +4
Multiplicity ... 4
Largest force on an atom ... 16.60 eV/Å
Kohn-Sham gap (alpha / beta) ... 3.6590 / 1.8878 eV